The following is a DFT calculation (ωB97M-V/def2-TZVPD) of a molecular structure, C2H3F3HgO3S.

Results
Frontier orbital gap in eV: 3.831
Spin multiplicity: 1

Last column: Löwdin charge in e.
Element x y z (Å)
S 0.736 1.390 -0.062  0.58
O -0.128 1.749 -1.254  -0.48
O -0.129 1.873 1.084  -0.48
C 0.825 -0.506 0.089  -0.45
F 1.515 -0.782 -1.028  0.05
F 1.596 -0.565 1.189  0.06
F 1.194 -2.544 0.317  -0.46
O 2.080 1.926 -0.100  -0.25
Hg -1.764 1.938 -0.084  1.36
C -1.268 -0.867 -0.027  -0.05
H -1.461 -0.937 1.063  0.04
H -2.142 -0.836 -0.694  0.03
H -1.054 -1.840 -0.493  0.04

---

The following is a DFT calculation (ωB97M-V/def2-TZVPD) of 5 unconnected molecules or ions with the total composition C26H23F6NO3S.

Results
Frontier orbital gap in eV: 9.791
Spin multiplicity: 1
SMILES: O=C(F)CNS(=O)(=O)F.Fc1ccccc1.Fc1ccccc1.Fc1ccccc1.Fc1ccccc1

Last column: Löwdin charge in e.
Element x y z (Å)
O -2.733 0.374 7.018  0.19
C -2.456 1.475 6.697  -0.45
F -1.179 1.853 6.494  0.11
C -3.410 2.619 6.443  -0.12
N -4.630 2.492 7.223  -0.10
S -5.852 1.592 6.629  0.58
O -5.533 1.114 5.335  -0.23
O -6.380 0.774 7.651  -0.22
F -6.912 2.720 6.401  -0.14
H -3.645 2.635 5.380  0.10
H -2.922 3.562 6.680  0.14
H -4.485 2.252 8.196  0.13
F -3.239 3.223 3.384  0.03
C -2.774 2.220 2.590  -0.27
C -1.865 2.533 1.602  -0.01
C -1.386 1.504 0.804  -0.07
C -1.822 0.201 1.003  -0.08
C -2.739 -0.078 2.006  -0.07
C -3.227 0.938 2.818  -0.01
H -1.545 3.557 1.465  0.12
H -0.669 1.718 0.023  0.09
H -1.440 -0.591 0.375  0.08
H -3.083 -1.092 2.163  0.11
H -3.946 0.744 3.604  0.09
F 0.695 -1.846 -0.040  0.05
C 0.534 -2.862 -0.915  -0.28
C 1.594 -3.214 -1.724  -0.01
C 1.418 -4.257 -2.621  -0.08
C 0.201 -4.921 -2.700  -0.10
C -0.848 -4.542 -1.873  -0.09
C -0.687 -3.504 -0.967  -0.02
H 2.529 -2.680 -1.648  0.10
H 2.240 -4.548 -3.262  0.10
H 0.070 -5.732 -3.403  0.10
H -1.798 -5.056 -1.933  0.10
H -1.489 -3.195 -0.310  0.11
F -0.109 1.356 -2.344  0.05
C -0.457 2.470 -3.022  -0.29
C -1.792 2.814 -3.087  -0.02
C -2.143 3.964 -3.780  -0.08
C -1.169 4.741 -4.392  -0.10
C 0.166 4.369 -4.309  -0.08
C 0.534 3.224 -3.617  -0.02
H -2.532 2.191 -2.604  0.12
H -3.184 4.253 -3.840  0.10
H -1.450 5.635 -4.932  0.10
H 0.927 4.971 -4.787  0.10
H 1.567 2.915 -3.535  0.12
F 4.254 -2.660 -3.249  0.04
C 5.597 -2.784 -3.139  -0.28
C 6.192 -3.949 -3.576  -0.02
C 7.570 -4.068 -3.459  -0.08
C 8.320 -3.037 -2.911  -0.10
C 7.691 -1.878 -2.478  -0.08
C 6.315 -1.741 -2.592  -0.02
H 5.587 -4.740 -3.996  0.12
H 8.057 -4.972 -3.798  0.10
H 9.393 -3.137 -2.821  0.10
H 8.272 -1.073 -2.048  0.10
H 5.802 -0.847 -2.265  0.12

---

The following is a DFT calculation (ωB97M-V/def2-TZVPD) of a molecular structure, C3H10N2O2.

Results
Frontier orbital gap in eV: 9.685
Spin multiplicity: 1
Energy relative to the best compared isomer or geometry (same formula, charge and spin) in kcal/mol: 89.5

Last column: Löwdin charge in e.
Element x y z (Å)
C 0.172 0.765 -1.970  -0.23
O -0.219 1.911 -1.465  -0.16
H -0.743 1.581 -0.368  0.09
H 1.220 0.683 -2.291  0.10
H -0.536 0.256 -2.644  0.09
H 0.113 -0.080 -0.997  0.10
C -1.220 -1.460 0.362  0.00
N 0.899 -0.495 1.081  -0.06
C -0.311 -0.250 0.436  -0.51
N 1.635 0.553 1.667  0.04
O -0.867 0.915 0.622  -0.02
H 1.009 -1.377 1.559  0.13
H 2.220 0.985 0.957  0.08
H 0.982 1.260 1.999  0.08
H -2.048 -1.248 -0.311  0.09
H -1.631 -1.662 1.352  0.09
H -0.677 -2.338 0.010  0.09

---

The following is a DFT calculation (ωB97M-V/def2-TZVPD) of a molecular structure, C33H41HgN8OSSi.

Results
Frontier orbital gap (spin up / spin down) in eV: 5.575 / 7.962
Spin multiplicity: 2
Energy relative to the best compared isomer or geometry (same formula, charge and spin) in kcal/mol: 0.0

Last column: Löwdin charge in e.
Element x y z (Å)
Hg -1.432 -0.546 -0.048  1.15
C -3.035 2.135 -3.301  -0.04
C -2.845 0.989 -2.356  -0.30
N -1.759 0.963 -1.562  -0.14
N -0.908 2.066 -1.624  -0.04
C 0.170 2.148 -2.433  -0.91
N 1.063 3.087 -2.033  0.09
S 0.400 1.259 -3.831  0.62
C -3.784 -0.063 -2.225  -0.26
C -4.926 -0.218 -3.065  -0.03
C -5.788 -1.259 -2.869  -0.10
C -5.553 -2.177 -1.826  -0.09
C -4.431 -1.976 -1.051  -0.19
N -3.564 -0.982 -1.228  -0.02
H -2.159 2.251 -3.939  0.04
H -3.166 3.065 -2.742  0.09
H -3.904 2.001 -3.936  0.06
H -0.864 2.608 -0.765  0.10
H 0.910 3.622 -1.190  0.06
H 1.806 3.311 -2.668  0.08
H -5.110 0.478 -3.868  0.09
H -6.649 -1.373 -3.515  0.10
H -6.216 -3.008 -1.633  0.09
H -4.201 -2.658 -0.238  0.09
C 3.512 -0.002 -0.168  -0.06
C 3.997 -0.888 -1.117  -0.06
C 3.102 -1.525 -1.959  -0.01
C 1.742 -1.252 -1.836  -0.27
N 1.277 -0.418 -0.909  0.10
C 2.140 0.185 -0.103  -0.14
C 0.740 -1.890 -2.736  -0.28
C 1.086 -2.256 -4.031  -0.04
C 0.125 -2.822 -4.848  -0.06
C -1.152 -3.006 -4.348  -0.05
C -1.409 -2.606 -3.046  -0.12
N -0.491 -2.064 -2.251  0.10
H 4.172 0.530 0.505  0.10
H 5.058 -1.087 -1.199  0.11
H 3.457 -2.239 -2.689  0.11
H 1.710 0.857 0.633  0.09
H 2.075 -2.051 -4.415  0.11
H 0.367 -3.096 -5.867  0.11
H -1.942 -3.434 -4.949  0.11
H -2.401 -2.712 -2.623  0.09
C 2.114 0.985 3.886  0.00
N 1.101 1.994 3.586  -0.07
N 1.311 2.680 2.386  0.03
C 0.100 2.881 1.734  -0.41
O -0.022 3.569 0.722  0.01
C -0.873 2.166 2.523  0.06
C -0.233 1.629 3.584  -0.28
C -0.766 0.734 4.646  -0.02
C 2.453 3.506 2.233  -0.19
C 2.997 3.663 0.963  -0.02
C 4.089 4.498 0.790  -0.07
C 4.654 5.147 1.880  -0.09
C 4.118 4.966 3.146  -0.08
C 3.008 4.154 3.328  -0.02
H 3.092 1.460 3.911  0.09
H 2.116 0.184 3.139  0.09
H 1.907 0.570 4.869  0.09
H -1.923 2.104 2.295  0.12
H -1.851 0.712 4.590  0.09
H -0.467 1.074 5.637  0.09
H -0.407 -0.288 4.506  0.08
H 2.563 3.130 0.129  0.09
H 4.505 4.632 -0.199  0.11
H 5.512 5.792 1.741  0.10
H 4.555 5.471 3.998  0.10
H 2.564 4.028 4.307  0.12
C -0.279 -3.985 3.388  -0.19
Si -0.513 -3.296 1.650  0.37
C 1.064 -3.595 0.684  -0.17
C -1.924 -4.213 0.824  -0.19
C -0.894 -1.478 1.762  -0.44
H -0.050 -5.054 3.368  0.03
H -1.179 -3.849 3.993  0.02
H 0.545 -3.481 3.899  0.02
H 1.357 -4.647 0.732  0.03
H 1.895 -2.997 1.071  0.03
H 0.919 -3.334 -0.364  0.00
H -1.747 -5.291 0.805  0.03
H -2.044 -3.873 -0.208  0.01
H -2.866 -4.039 1.351  0.03
H -1.709 -1.314 2.475  -0.02
H -0.019 -0.939 2.141  -0.05

---

The following is a DFT calculation (ωB97M-V/def2-TZVPD) of 2 unconnected molecules or ions with the total composition C2H2Br2O.

Results
Frontier orbital gap in eV: 8.710
Spin multiplicity: 1
Energy relative to the best compared isomer or geometry (same formula, charge and spin) in kcal/mol: 17.8
SMILES: O=C=CBr.Br

Last column: Löwdin charge in e.
Element x y z (Å)
O -1.424 1.015 1.243  0.19
C -0.977 0.063 0.781  -0.41
C -0.537 -0.931 0.136  -0.48
Br -1.993 -2.294 -0.235  0.58
H 0.444 -1.201 -0.369  0.07
Br 1.993 1.540 -1.444  0.31
H 2.494 1.808 -0.113  -0.25

---

The following is a DFT calculation (ωB97M-V/def2-TZVPD) of a molecular structure, C6H16S2Si2.

Results
Frontier orbital gap in eV: 8.637
Spin multiplicity: 1
Energy relative to the best compared isomer or geometry (same formula, charge and spin) in kcal/mol: 11.7

Last column: Löwdin charge in e.
Element x y z (Å)
C -0.834 0.466 0.927  -0.81
C -1.260 1.369 2.085  -0.21
C 1.469 2.667 0.219  -0.19
C -0.792 2.004 -1.949  -0.20
C 1.966 -3.357 0.453  -0.25
C -0.755 -2.822 -1.008  -0.24
Si 0.152 1.448 -0.399  0.66
Si 0.775 -2.028 -0.186  -0.13
S 0.101 -0.970 1.630  0.59
S 1.695 -0.639 -1.472  0.22
H -1.728 0.024 0.477  0.06
H -0.393 1.799 2.581  0.07
H -1.812 0.782 2.817  0.07
H -1.897 2.177 1.724  0.07
H 2.268 2.747 -0.513  0.03
H 1.038 3.654 0.364  0.03
H 1.912 2.340 1.158  0.03
H -0.183 1.808 -2.827  0.02
H -1.736 1.482 -2.075  0.03
H -0.993 3.071 -1.912  0.02
H 1.451 -4.079 1.078  0.02
H 2.413 -3.889 -0.381  0.02
H 2.772 -2.919 1.035  0.02
H -1.174 -2.151 -1.753  0.01
H -0.473 -3.736 -1.524  0.02
H -1.536 -3.065 -0.294  0.02